Entry 1:
# C28H29N3OSiTl

A molecular structure, C28H29N3OSiTl in a non-equilibrium geometry (the ωB97M-V functional and the def2-TZVPD basis, the Open Molecules 2025 dataset).

Last column: Löwdin charge in e.
Element x y z (Å)
Tl1 -0.752145 0.561880 -0.543372  1.05
C1 -3.069131 -1.520850 -0.047026  -0.10
C2 -3.813800 -0.391604 0.282593  -0.11
C3 -4.166793 0.523462 -0.702079  -0.11
C4 -3.756302 0.324892 -2.015453  -0.10
C5 -2.999645 -0.796410 -2.346973  -0.11
C6 -2.666379 -1.727199 -1.363770  -0.12
H1 -2.836962 -2.255079 0.713861  0.12
H2 -4.141880 -0.246575 1.304228  0.12
H3 -4.777570 1.382300 -0.452449  0.11
H4 -4.046266 1.025596 -2.787853  0.11
H5 -2.704002 -0.964429 -3.375236  0.11
H6 -2.121888 -2.624583 -1.627922  0.12
C7 1.822255 -2.856450 -2.609963  -0.01
C8 1.039896 -1.630291 -2.256240  -0.26
N1 0.579654 -1.392281 -1.084129  -0.04
N2 0.824855 -2.287739 -0.090603  0.07
C9 0.518045 -1.805504 1.102891  -0.45
O1 0.089910 -0.631172 1.342304  -0.21
C10 0.725712 -2.731853 2.254778  -0.15
C11 1.057187 -4.070783 2.061505  -0.03
C12 1.235848 -4.906265 3.151931  -0.07
C13 1.096720 -4.409823 4.442282  -0.08
C14 0.768809 -3.076045 4.639786  -0.07
C15 0.581777 -2.241192 3.548411  -0.03
C16 0.836060 -0.577752 -3.283999  -0.23
C17 1.092821 -0.813547 -4.629341  0.00
C18 0.996798 0.235594 -5.528993  -0.03
C19 0.653486 1.495269 -5.066310  -0.04
C20 0.373472 1.635308 -3.717433  -0.12
N3 0.460266 0.629323 -2.851340  0.02
H7 2.009487 -3.432786 -1.711021  0.07
H8 2.772145 -2.587897 -3.074360  0.10
H9 1.264769 -3.478010 -3.315079  0.09
H10 1.167896 -4.443914 1.053248  0.10
H11 1.485167 -5.948048 2.997465  0.11
H12 1.239790 -5.064135 5.292503  0.11
H13 0.657547 -2.688575 5.644175  0.11
H14 0.320643 -1.201157 3.690736  0.10
H15 1.368002 -1.803117 -4.964594  0.12
H16 1.193076 0.070890 -6.580234  0.12
H17 0.604297 2.348375 -5.728022  0.11
H18 0.077010 2.595428 -3.308531  0.11
C21 -1.417713 4.033421 -0.077459  -0.21
Si1 -0.758693 2.829961 1.145606  0.63
C22 -1.951862 2.152762 2.356385  -0.18
C23 1.008057 2.925439 1.539292  -0.31
C24 1.682769 1.868257 2.165396  -0.08
C25 3.020041 2.004188 2.501532  -0.05
C26 3.690241 3.190238 2.228503  -0.05
C27 3.034909 4.240521 1.598704  -0.07
C28 1.702484 4.108039 1.247367  -0.09
H19 -1.631079 4.996242 0.400050  0.05
H20 -2.349279 3.659870 -0.502718  0.03
H21 -0.706269 4.209650 -0.884793  0.04
H22 -1.950175 2.766414 3.262431  0.06
H23 -1.683738 1.131969 2.637178  0.04
H24 -2.957766 2.151500 1.936206  0.04
H25 1.172855 0.934962 2.365536  0.08
H26 3.539490 1.183899 2.979578  0.11
H27 4.731393 3.296497 2.503811  0.11
H28 3.563071 5.159904 1.383766  0.11
H29 1.200609 4.933046 0.753266  0.10

Cartesian forces, eV/Å:
Tl 0.86 0.00 0.33
C -0.08 0.01 0.05
C -0.05 -0.05 -0.01
C -0.02 -0.01 -0.03
C 0.00 -0.03 0.00
C -0.04 0.04 0.03
C -0.02 0.02 -0.04
H 0.09 0.03 -0.01
H 0.00 0.00 -0.01
H 0.02 0.00 0.01
H 0.02 0.02 0.01
H 0.02 0.01 0.01
H 0.07 0.04 0.03
C -0.04 0.02 0.07
C 0.04 -0.01 -0.06
N -0.12 0.13 0.04
N -0.20 -0.05 -0.08
C 0.08 -0.12 0.14
O -0.26 0.03 -0.06
C -0.01 0.08 -0.04
C -0.01 -0.01 -0.01
C 0.01 0.01 0.00
C -0.02 0.00 -0.02
C 0.01 0.00 -0.01
C -0.02 -0.01 0.06
C 0.05 -0.05 0.01
C 0.02 -0.04 -0.02
C -0.01 0.00 -0.02
C 0.00 -0.01 0.00
C -0.03 -0.03 0.03
N -0.16 0.20 -0.03
H 0.01 -0.02 -0.01
H -0.02 0.01 -0.03
H 0.01 0.01 -0.01
H 0.00 -0.01 0.01
H 0.01 0.01 0.00
H 0.00 0.00 -0.01
H 0.00 0.00 -0.01
H -0.01 0.00 0.00
H 0.02 0.02 0.00
H 0.02 0.00 0.01
H -0.04 -0.02 0.01
H -0.01 -0.01 -0.01
C -0.04 0.47 0.07
Si -0.39 -0.70 -0.85
C -0.07 -0.08 0.33
C 0.26 0.01 0.07
C 0.11 0.12 0.11
C -0.02 0.01 0.01
C -0.01 -0.01 -0.03
C 0.03 0.02 0.02
C -0.01 -0.03 -0.03
H 0.00 -0.01 -0.05
H 0.00 -0.01 0.02
H -0.01 0.00 0.01
H -0.02 -0.01 -0.01
H 0.03 0.03 0.02
H 0.00 0.00 0.00
H -0.02 0.02 0.01
H 0.00 0.01 0.00
H 0.00 -0.01 -0.01
H 0.00 0.00 0.00
H 0.01 -0.01 0.01

Results
Molar mass in u: 656.0
Frontier orbital gap in Eh: 0.2526
HOMO level in eV: -10.563
Charge: +1
E in eV: -48590.5395


Entry 2:
# C28H29N5O2S

4 unconnected molecules or ions with the total composition C28H29N5O2S in a non-equilibrium geometry (the ωB97M-V functional and the def2-TZVPD basis, the Open Molecules 2025 dataset).

Last column: Löwdin charge in e.
Element x y z (Å)
C1 2.364097 4.554364 -1.142817  -0.16
S1 0.610955 4.095168 -1.748515  0.75
O1 -0.328805 5.184014 -1.155059  -0.42
O2 0.570624 4.021647 -3.303900  -0.41
C2 0.253378 2.410526 -0.921793  -0.22
C3 -1.306286 2.095389 -0.584311  -0.03
N1 -1.721702 0.824483 0.100918  0.05
C4 -0.571575 -0.084062 0.430540  -0.13
C5 -0.907180 -1.508749 1.191402  0.01
C6 0.235597 -2.633931 1.577088  0.00
C7 1.795617 -2.271669 1.159039  -0.14
C8 3.086636 -3.277468 1.433104  -0.16
C9 3.955874 -3.267324 0.004200  -0.18
C10 5.483115 -2.678721 -0.139182  -0.04
C11 6.150565 -2.719020 -1.670769  -0.07
C12 5.325193 -3.337616 -2.983832  -0.08
C13 3.770038 -3.935923 -2.843524  -0.06
C14 3.126152 -3.875583 -1.310391  -0.03
C15 2.127121 -0.831054 0.422295  0.05
C16 0.956898 0.293749 0.018163  -0.13
N2 1.449967 1.537261 -0.668334  0.07
H1 3.046945 3.583814 -1.271770  0.08
H2 2.245031 4.688731 0.029773  0.07
H3 2.800822 5.494461 -1.686208  0.10
H4 -2.151663 2.884943 -0.854740  0.14
H5 -2.030186 -1.736278 1.476064  0.09
H6 -0.047556 -3.646459 2.126439  0.10
H7 2.659467 -4.389961 1.506577  0.12
H8 3.731353 -2.978174 2.362685  0.12
H9 6.040217 -2.222433 0.794215  0.09
H10 7.255836 -2.295721 -1.812934  0.08
H11 5.781077 -3.358762 -4.081309  0.08
H12 3.153457 -4.349674 -3.771131  0.09
H13 2.008754 -4.267316 -1.206706  0.10
H14 3.261813 -0.569768 0.160131  0.11
N3 -5.153554 -0.135012 -3.909184  0.00
C17 -5.149963 -0.276181 -2.545880  -0.15
C18 -4.116509 0.481770 -2.042209  -0.13
C19 -3.478030 1.106729 -3.139939  -0.11
C20 -4.140687 0.710697 -4.280106  -0.14
H15 -5.802587 -0.583852 -4.542374  0.15
H16 -5.880135 -0.903455 -2.052334  0.10
H17 -3.851883 0.575483 -0.996972  0.06
H18 -2.626931 1.774353 -3.102686  0.08
H19 -3.977783 0.956601 -5.320950  0.11
N4 -4.862017 -3.236375 1.830382  -0.01
C21 -4.918565 -3.826635 0.594691  -0.14
C22 -4.752069 -5.183162 0.762953  -0.12
C23 -4.595496 -5.419981 2.149547  -0.12
C24 -4.670475 -4.200879 2.785238  -0.15
H20 -4.948973 -2.244457 2.009737  0.15
H21 -5.070440 -3.232288 -0.296320  0.10
H22 -4.745417 -5.922442 -0.027458  0.09
H23 -4.444962 -6.376871 2.632439  0.09
H24 -4.602787 -3.937727 3.832393  0.10
N5 1.577118 4.762944 3.075185  -0.01
C25 0.918378 5.861550 2.587676  -0.15
C26 1.414813 6.974640 3.228599  -0.11
C27 2.412218 6.532325 4.130143  -0.12
C28 2.493688 5.162845 4.012566  -0.15
H25 1.413250 3.806873 2.787599  0.14
H26 0.153712 5.757337 1.829627  0.10
H27 1.094153 7.995086 3.063687  0.09
H28 3.007461 7.146714 4.793238  0.09
H29 3.122827 4.440486 4.515306  0.10

Cartesian forces, eV/Å:
C 0.63 -1.53 1.16
S -1.47 3.69 -2.58
O 2.77 -4.05 -1.37
O 0.35 -0.48 5.43
C 0.06 -2.90 1.29
C 1.92 -2.79 1.36
N 5.60 2.31 -1.61
C 0.34 -0.01 -0.33
C 3.32 -0.87 -0.07
C 0.07 4.54 -2.23
C -1.51 3.51 -1.01
C -0.72 -0.18 -2.09
C 1.36 -0.08 -2.81
C -2.89 -1.81 -3.81
C -3.24 -1.31 0.33
C -1.98 -0.01 3.11
C 2.53 2.04 4.44
C 3.18 1.04 -1.47
C -2.61 -1.62 1.19
C 0.91 -1.77 0.87
N -7.45 -0.53 1.45
H -1.53 2.24 -0.03
H 0.15 0.06 -2.55
H -1.29 -1.92 0.95
H 2.11 -1.93 0.66
H 2.59 0.61 -0.75
H 0.62 2.49 -1.37
H 0.99 2.54 0.19
H -1.33 -0.55 -1.89
H -1.21 -1.09 -2.23
H -2.78 -1.08 0.25
H -0.81 0.19 2.82
H 1.56 1.02 2.31
H 2.70 1.00 0.04
H -2.87 -0.70 0.55
N -0.02 0.02 -0.04
C 0.04 -0.01 0.08
C -0.40 -0.24 0.19
C -0.01 0.04 -0.38
C 0.07 0.03 -0.03
H 0.27 0.19 0.25
H 0.12 0.12 -0.06
H -0.06 -0.06 -0.22
H -0.13 -0.11 -0.09
H 0.01 -0.02 0.20
N 0.01 0.02 0.00
C 0.03 -0.05 -0.12
C -0.06 0.28 -0.30
C 0.03 0.15 0.38
C 0.07 -0.08 0.10
H -0.02 -0.38 -0.07
H 0.06 -0.12 0.13
H -0.01 0.15 0.12
H -0.04 0.18 -0.06
H -0.01 -0.08 -0.18
N 0.06 -0.02 -0.06
C -0.13 0.12 -0.07
C -0.25 -0.11 -0.30
C 0.22 -0.32 0.15
C 0.09 0.03 0.12
H 0.04 0.36 0.13
H 0.10 0.05 0.08
H 0.04 -0.19 0.01
H -0.09 -0.13 -0.11
H -0.10 0.15 -0.06

Results
Molar mass in u: 499.6
Frontier orbital gap in Eh: 0.2334
HOMO level in eV: -8.241
Charge: 0
E in eV: -51864.6452


- Which formula does entry 1 have?
  C28H29N3OSiTl